Molecular formula: C29H36F5MgN4O2S7Sb
Method: DFT, the ωB97M-V functional and the def2-TZVPD basis

```
85
Properties=species:S:1:pos:R:3:forces:R:3
Mg -0.058252 1.318513 0.655957 0.3 0.2 0.2
F 1.991398 -3.875229 5.730999 0.0 0.0 -0.1
C 1.950180 -3.128653 4.609943 0.0 0.0 0.0
C 0.890226 -2.272681 4.368509 0.0 0.0 0.0
F -0.108913 -2.196179 5.259623 0.0 0.0 0.0
C 0.859062 -1.515065 3.210471 -0.1 0.0 0.1
F -0.206647 -0.726979 3.036513 0.1 -0.1 0.0
C 1.860696 -1.558191 2.237254 0.1 -0.1 -0.1
S 1.841967 -0.617592 0.771398 -0.1 0.0 0.3
C 2.907488 -2.443303 2.523087 0.1 0.0 0.0
F 3.927131 -2.582307 1.657401 -0.1 0.0 0.0
C 2.963571 -3.209909 3.672025 -0.1 0.0 0.0
F 3.999189 -4.044122 3.886102 0.0 0.0 0.0
S -3.080280 5.131258 2.170430 0.2 0.0 0.1
Sb -3.144670 3.181916 0.836016 0.0 0.0 0.0
S -1.146633 3.349292 -0.664877 0.1 0.2 0.0
S -2.001795 1.526498 2.153191 -0.1 -0.1 0.0
S -1.705449 2.457639 -2.467890 0.0 -0.1 0.1
C -0.507437 -1.309249 -4.427178 0.0 0.0 0.0
C 0.975751 -1.430458 -4.119231 0.1 0.0 0.0
N 1.792237 -0.541478 -4.941296 -0.1 0.0 0.0
C 1.919615 -0.925015 -6.343563 0.1 0.0 0.0
C 1.089919 -0.071475 -7.294739 0.0 0.0 0.0
C 2.405210 0.618436 -4.596837 0.1 0.1 0.1
O 3.096666 1.198418 -5.436121 0.0 0.0 0.0
C 2.329226 1.229654 -3.215595 0.0 -0.1 -0.1
C 3.329429 2.163024 -2.958498 0.0 0.0 0.0
C 3.361328 2.824928 -1.749970 0.0 0.0 0.0
C 2.398918 2.515072 -0.806023 0.1 0.0 0.0
N 1.426777 1.635427 -1.034760 0.0 0.1 -0.1
C 1.366491 1.029633 -2.226285 -0.1 0.1 -0.1
H -1.074669 -1.961806 -3.767685 0.0 0.0 0.0
H -0.713501 -1.584252 -5.464437 0.0 0.0 0.0
H -0.854187 -0.288431 -4.254661 0.0 0.0 0.0
H 1.318266 -2.449309 -4.333907 0.0 0.0 0.0
H 1.168486 -1.264589 -3.065693 0.0 0.1 0.0
H 1.612912 -1.971007 -6.409122 0.0 0.0 0.0
H 2.972198 -0.856841 -6.625726 0.0 0.0 0.0
H 0.034106 -0.096816 -7.028098 0.0 0.0 0.0
H 1.199748 -0.439631 -8.317071 0.0 0.0 0.0
H 1.430254 0.961210 -7.259834 0.0 0.0 0.0
H 4.060734 2.354829 -3.731370 0.0 0.0 0.0
H 4.118669 3.565163 -1.530548 0.0 0.0 0.0
H 2.407153 2.965789 0.178898 0.0 0.0 0.0
H 0.488549 0.417130 -2.362812 0.0 -0.1 0.0
N 0.215488 4.777145 1.938384 -0.2 0.1 -0.1
C 0.390191 3.808728 2.851719 0.1 -0.1 0.0
S 1.571057 2.599506 2.601898 -0.1 0.1 -0.1
N -0.434842 3.908336 3.909919 -0.1 0.2 -0.1
C -0.610229 3.039195 4.998300 -0.1 0.0 0.0
C -1.894113 3.004750 5.544926 0.0 0.0 0.0
C -2.166186 2.205142 6.638458 0.0 0.0 0.0
C -1.166665 1.423785 7.205745 0.0 0.0 0.0
C 0.108218 1.467003 6.664033 0.0 0.0 0.0
C 0.398499 2.273724 5.572010 0.0 0.0 0.0
H 0.590064 4.586722 1.019530 0.0 0.0 0.1
H -0.698981 5.255484 1.939325 0.1 -0.1 0.0
H -1.284496 4.452121 3.681122 0.1 -0.1 0.0
H -2.675904 3.586087 5.070929 0.0 0.0 0.0
H -3.173591 2.176719 7.036429 0.0 0.0 0.0
H -1.381695 0.784234 8.052671 0.0 0.0 0.0
H 0.897389 0.857492 7.088030 0.0 0.0 0.0
H 1.393136 2.293820 5.157437 0.0 0.0 0.0
C -3.971316 -1.002665 -2.599303 0.0 0.0 0.0
C -3.928983 -1.632409 -1.211771 0.0 0.0 0.0
C -3.169374 -0.769887 -0.206636 0.0 -0.1 0.0
S -1.395646 -1.074342 -0.155982 0.0 0.2 -0.6
O -0.940572 -1.214567 -1.579847 0.0 -0.2 0.1
C -1.396660 -2.770161 0.551404 0.0 0.1 0.1
C -0.897059 -3.812830 -0.442151 -0.1 0.0 0.0
C 0.620196 -3.926400 -0.487639 0.0 0.0 0.0
H -4.522083 -1.636796 -3.297860 0.0 0.0 0.0
H -2.964611 -0.842246 -2.977430 0.0 0.0 0.0
H -4.451192 -0.023745 -2.562147 0.0 0.0 0.0
H -3.487570 -2.632010 -1.269318 0.0 0.0 0.0
H -4.949552 -1.766099 -0.839076 0.0 0.0 0.0
H -3.500042 -0.883073 0.826836 0.0 0.0 0.0
H -3.253486 0.290750 -0.456758 0.0 0.0 0.0
H -2.417676 -2.974941 0.870810 0.0 0.0 0.0
H -0.760016 -2.718302 1.435349 0.0 0.0 0.0
H -1.267398 -3.556338 -1.437356 0.0 0.0 0.0
H -1.343698 -4.773959 -0.167652 0.0 0.0 0.0
H 1.078726 -2.950234 -0.644315 0.0 0.0 0.0
H 0.935152 -4.589924 -1.295508 0.0 0.0 0.0
H 1.014404 -4.323077 0.451492 0.0 0.0 0.0
```
Forces are in eV/Å.

- frontier orbital gap (eV) = 5.442
- E_LUMO (eV) = 4.01
- strongest force on any atom (eV/Å) = 0.63
- multiplicity = 1
- E_HOMO (hartree) = -0.05277
- energy (eV) = -142137.111
- total charge = -2